Formula: C36H49ClGeIN3NiOS2Si3
Source: the Open Molecules 2025 dataset
Level of theory: wB97M-V/def2-TZVPD

The geometry in XYZ format:
```
98
Properties=species:S:1:pos:R:3:forces:R:3
Ni 13.5235 10.4254 13.6157 -0.44 0.52 -0.65
S 13.3324 10.1076 15.8116 0.50 0.06 -0.03
C 14.8884 10.7228 16.3687 -0.96 -0.09 0.03
N 15.0224 10.8528 17.7262 0.31 0.08 -0.66
C 16.3011 11.2507 18.3103 0.46 -0.21 -1.40
C 17.4034 10.9284 17.2757 1.12 -1.24 1.02
N 17.1664 11.2959 15.8910 -1.79 0.16 0.75
C 18.3127 11.6562 15.0819 0.04 1.54 0.42
C 19.0772 12.8314 15.6809 0.83 -0.97 0.98
C 18.4634 14.0465 15.8742 -1.08 0.58 -0.06
C 18.9920 15.0849 16.6056 0.12 0.97 -0.05
C 20.2669 14.9079 17.1115 0.44 1.20 1.45
C 20.9284 13.7112 16.9596 -0.43 -0.42 -0.12
C 20.3377 12.6503 16.2727 0.25 0.02 -0.09
C 15.8930 11.0839 15.4244 0.93 0.45 -0.11
S 15.6050 11.3689 13.6868 -0.57 -0.60 0.92
C 13.9376 10.5468 18.6475 0.53 -1.27 1.09
C 14.2695 9.3293 19.5770 -1.21 1.54 1.88
C 14.1415 9.3749 21.0126 0.02 -0.52 -0.73
C 14.1430 8.2362 21.8345 -0.10 0.63 -2.28
C 14.3745 7.0120 21.1832 -0.28 0.80 0.21
C 14.5371 6.9401 19.8080 -0.56 0.52 -0.23
C 14.4067 8.1160 19.0165 0.93 -2.22 2.34
H 16.4517 10.6807 19.2403 0.11 0.14 -0.40
H 16.3908 12.3130 18.5277 -0.58 0.25 0.13
H 17.6009 9.8297 17.3101 -0.16 0.51 -0.03
H 18.3365 11.4061 17.6121 -0.35 -0.08 -0.18
H 17.9423 12.0006 14.1331 -0.03 -0.41 -0.56
H 18.9701 10.8177 15.0132 0.46 -0.70 -0.41
H 17.4647 14.2239 15.5359 -0.60 -0.29 -0.51
H 18.4012 16.0285 16.7473 0.77 -1.08 -0.10
H 20.7489 15.6520 17.7891 -0.55 -0.42 -0.85
H 21.8490 13.6061 17.4963 0.49 -0.30 -0.09
H 20.8832 11.6959 16.2585 -0.46 0.32 -0.23
H 13.0234 10.3322 18.0764 0.43 0.17 0.41
H 13.7715 11.3786 19.3099 -0.12 0.68 0.08
H 13.9973 10.3000 21.5089 -0.26 1.00 0.18
H 13.8034 8.3189 22.8603 0.53 -0.11 0.03
H 14.3514 6.1593 21.8131 0.11 -0.99 0.11
H 14.6073 5.9632 19.3260 0.21 0.34 0.12
H 14.5366 8.0776 18.0085 0.05 -0.47 -2.92
Cl 7.0244 11.4769 15.1348 -0.66 -0.26 0.29
C 8.4370 10.7407 14.5382 0.96 -0.99 -0.40
C 8.6060 9.3771 14.3783 -0.47 0.77 0.55
C 9.7821 8.8559 13.8180 0.98 -0.51 -0.55
I 10.0263 6.7701 13.7275 -0.10 0.45 -0.02
C 10.8056 9.6656 13.3622 0.12 -0.54 -0.11
O 11.9779 9.2981 12.7358 -0.37 -0.55 0.93
C 10.7156 11.0422 13.6496 -2.50 -1.19 0.90
N 11.8144 11.7195 13.4231 1.93 0.89 -0.63
C 11.7704 13.0051 13.5832 -1.29 0.71 0.95
C 10.6430 13.6698 14.1114 0.18 -1.67 -0.53
C 9.5127 12.9769 14.4579 0.51 0.75 0.15
C 9.5187 11.5891 14.2289 0.64 0.23 -0.58
H 7.8588 8.6941 14.7559 -0.15 0.00 -0.17
H 12.6167 13.5917 13.3914 1.37 0.46 -0.33
H 10.7532 14.6887 14.2592 -0.11 1.84 0.29
H 8.6998 13.5358 14.9375 0.19 -0.63 -0.30
C 9.7170 11.0943 10.0883 0.13 -0.73 0.78
Si 9.7898 9.2011 10.0109 1.41 0.28 0.65
C 8.2739 8.4379 10.7406 0.69 -1.55 -0.63
C 9.9696 8.3682 8.3566 0.20 0.96 -0.42
Ge 12.0284 8.6812 10.8757 -0.29 -0.30 0.31
Si 13.6245 10.1631 9.8532 0.26 -0.12 -0.73
C 13.4797 11.9368 10.3201 -1.26 0.93 -1.32
C 15.5035 9.8553 9.9797 -1.54 -0.07 0.02
C 13.2025 10.0573 7.9936 0.37 0.73 1.08
Si 12.9185 6.3926 10.9064 0.30 -0.27 0.79
C 13.8843 6.2156 12.5713 -0.25 -0.06 -0.50
C 11.5386 5.2215 10.4712 -0.21 -1.64 0.95
C 14.1704 6.2330 9.5055 0.28 0.51 0.27
H 8.9112 11.4667 9.5014 -0.92 0.37 -0.38
H 10.6008 11.5783 9.7181 0.56 0.07 -0.21
H 9.5843 11.4132 11.1428 -0.06 -0.17 -0.52
H 7.5007 8.7933 10.1026 -1.07 0.67 -0.34
H 8.0160 8.5033 11.7713 -0.15 0.39 0.65
H 8.2915 7.3619 10.4736 0.21 0.31 0.30
H 10.4383 7.4078 8.3790 0.14 -0.81 0.44
H 10.5621 8.9072 7.6095 -0.44 0.23 0.06
H 8.9476 8.2312 8.0455 -0.38 -0.11 -0.72
H 14.1167 12.1956 11.1374 0.30 0.41 0.69
H 12.4232 12.2859 10.4617 1.07 -0.13 0.06
H 13.8771 12.4278 9.3810 -0.33 -0.18 1.04
H 15.8228 9.5559 10.9709 0.28 -0.32 -0.02
H 15.8875 10.8435 9.7784 0.44 0.29 -0.18
H 15.7420 9.1794 9.1680 0.55 -0.29 0.15
H 12.3002 10.5636 7.6658 -0.06 0.19 0.08
H 13.1046 9.0323 7.7766 -0.15 -1.46 -0.63
H 14.0705 10.4306 7.4544 0.00 0.14 -0.18
H 13.3206 6.4806 13.4771 -0.06 -0.12 -0.37
H 14.6650 7.0030 12.4638 -0.01 -0.81 0.21
H 14.2851 5.1727 12.7101 -0.05 1.16 -0.24
H 10.7096 5.0548 11.2057 0.53 0.63 -0.81
H 11.8692 4.1803 10.2332 0.23 0.76 0.24
H 11.2161 5.6032 9.5206 -0.78 0.20 -0.44
H 15.0001 6.8727 9.8101 0.19 0.17 -0.16
H 13.8065 6.6176 8.5475 -0.01 -0.18 0.06
H 14.6208 5.2441 9.3638 -0.42 0.01 0.07
```
Forces are in eV/Å.

Results
Total charge: +1
Spin multiplicity: 4
LUMO level (alpha / beta) in eV: -2.940 / -3.252
E in Eh: -7648.56211
Energy relative to the best compared isomer or geometry (same formula, charge and spin) in kcal/mol: 0.0


Formula: C4H6OS
Source: the Open Molecules 2025 dataset
Level of theory: wB97M-V/def2-TZVPD

The geometry in XYZ format:
```
12
Properties=species:S:1:pos:R:3:forces:R:3
C 0.1028 2.5729 -0.1359 -2.66 -7.18 0.94
C -0.2974 1.3580 0.0190 3.50 5.18 0.40
C -0.3905 -0.0649 0.5269 -1.81 1.72 1.38
S -2.1557 -0.5437 -0.0669 -0.33 -0.66 -0.54
C 0.5752 -1.0944 -0.0644 -0.43 -0.08 -2.63
O 2.0125 -0.8016 -0.2608 -1.68 -1.98 5.23
H 0.1603 3.6188 -0.2420 0.13 0.50 -0.26
H -0.5606 -0.0527 1.7409 0.51 -0.02 -3.04
H -2.2298 -0.7074 -1.5094 1.03 0.48 2.10
H 0.1919 -0.9584 -1.1099 0.52 -1.35 0.56
H 0.3613 -2.1395 0.4052 0.45 1.83 -1.05
H 2.2300 -1.1871 0.6973 0.77 1.56 -3.11
```
Forces are in eV/Å.

Results
LUMO level in eV: 0.484
SMILES: C#C[C@@H](S)CO
E in Eh: -629.27260
Energy relative to the best compared isomer or geometry (same formula, charge and spin) in kcal/mol: 109.5